One molecule with the formula C4H2S2, computed with ωB97M-V with the def2-TZVPD basis set.

Properties
ΔE to the lowest compared entry with this formula, charge and spin: 91.6 kJ/mol
SMILES: C#CC(=S)C=S
Total charge: 0
HOMO-LUMO gap: 7.1 eV
Largest force on an atom: 0.055 Eh/bohr
2S+1: 1
Total energy: -949.8692 a.u.

Last column: Mulliken charge in e.
CARTESIAN COORDINATES (ANGSTROEM)
S1 -2.080 -0.716 -0.078  -0.196
S2 2.172 -0.505 -0.094  -0.180
C1 -0.009 2.495 0.009  0.388
C2 -0.326 1.347 0.057  -0.471
C3 0.641 -0.873 0.226  -0.245
C4 -0.633 0.009 0.073  -0.047
H1 0.152 3.538 -0.007  0.449
H2 0.346 -1.872 0.553  0.302

Cartesian forces, eV/Å:
S 0.37 0.35 0.08
S -0.53 0.13 0.07
C -0.07 0.72 0.10
C -0.40 1.11 -0.23
C -1.03 -0.10 -0.05
C 1.29 -2.53 0.13
H 0.23 0.31 -0.04
H 0.14 0.01 -0.05